Record 1
# C4H9O2

The ion C4H9O2 with charge +1 at a distorted geometry (ωB97M-V/def2-TZVPD, OMol25).

Geometry (Å):
C  0.7610  0.6447  -0.0548
C  1.6276  1.7907  0.0848
C  0.1028  -1.4245  -1.1564
C  -1.5013  -0.1622  1.1926
O  0.8298  -0.2082  -0.9455
O  -0.3552  0.6393  1.1686
H  2.6486  1.5433  -0.2176
H  1.2810  2.5940  -0.5744
H  1.5887  2.1639  1.1086
H  -0.1187  -1.9338  -0.2213
H  0.7525  -2.0430  -1.7759
H  -0.8139  -1.2124  -1.7079
H  -1.2907  -1.1768  1.5395
H  -2.1250  0.3320  1.9432
H  -2.0462  -0.1712  0.2487

Computed properties:
* total charge: +1
* highest occupied orbital energy: -15.8 eV
* max |F|: 6.81 eV/A
* energy above the lowest of the compared OMol25 structures with the same formula, charge and spin: 37.9 kcal per mole
* gap between HOMO and LUMO: 10.6 eV

Mulliken population analysis, charges in e, atoms 1 to 6:
1. C 0.91
2. C -0.97
3. C -0.67
4. C -0.69
5. O -0.20
6. O -0.29

***

Record 2
# C4H9O2P

The molecule C4H9O2P at a distorted geometry (ωB97M-V/def2-TZVPD, OMol25).

Geometry (Å):
C  -1.4564  1.1706  0.0422
C  -1.0447  0.1918  -1.1347
C  -1.5179  0.6076  1.4196
C  2.0575  -1.6814  0.0128
O  2.2619  1.0558  0.1490
O  0.3480  0.0120  -1.0132
P  1.2563  0.0107  0.3017
H  -0.6315  1.9315  -0.0050
H  -2.3783  1.6611  -0.3324
H  -1.4569  -0.7872  -0.9222
H  -1.3597  0.7313  -2.0570
H  -0.9130  1.2440  2.1498
H  -2.1138  -0.1758  1.7909
H  1.5977  -2.6644  0.0651
H  2.3449  -1.5011  -1.0132
H  3.0059  -1.8064  0.5464

Computed properties:
* highest occupied orbital energy (spin up / spin down): -8.5 / -8.6 eV
* max |F|: 3.92 eV/A
* energy above the lowest of the compared OMol25 structures with the same formula, charge and spin: 87.4 kcal per mole
* gap between HOMO and LUMO (spin up / spin down): 8.3 / 7.6 eV

Mulliken population analysis, charges in e, atoms 1 to 6:
1. C -0.58
2. C -0.25
3. C -0.81
4. C -0.97
5. O -0.56
6. O -0.24

***

Record 3
# C4H9O2P

The molecule C4H9O2P at a distorted geometry (ωB97M-V/def2-TZVPD, OMol25).

Geometry (Å):
C  -0.1215  -1.0264  0.4639
C  0.1153  1.3462  -0.3003
C  0.4854  -0.0638  -0.5275
C  1.9703  -0.1817  -0.3969
O  -3.7176  0.2071  -0.4140
O  -1.5672  -1.0084  0.3240
P  -2.4590  0.3859  0.3414
H  0.2018  -2.0797  0.1289
H  0.3428  -0.7639  1.4271
H  0.2830  1.4557  0.8525
H  -0.0910  2.1159  -1.0771
H  0.0803  -0.4421  -1.5788
H  2.6626  0.0982  -1.2420
H  2.3956  -1.1684  -0.0898
H  2.2930  0.5356  0.4164
H  -2.8739  0.5898  1.6720

Computed properties:
* highest occupied orbital energy (spin up / spin down): -8.7 / -8.6 eV
* max |F|: 4.23 eV/A
* energy above the lowest of the compared OMol25 structures with the same formula, charge and spin: 92.2 kcal per mole
* gap between HOMO and LUMO (spin up / spin down): 7.9 / 8.2 eV

Mulliken population analysis, charges in e, atoms 1 to 6:
1. C -0.65
2. C -0.97
3. C 0.62
4. C -1.26
5. O -0.53
6. O -0.27

***

Record 4
# C4H9O2P

A structure of composition C4H9O2P at a distorted geometry (ωB97M-V/def2-TZVPD, OMol25).

Geometry (Å):
C  -0.5832  1.3978  -1.1565
C  -1.0568  -0.9780  1.0571
C  0.2675  1.0005  0.0753
C  0.1614  -0.3933  0.5217
O  3.1799  -0.4338  0.5031
O  0.9407  -1.4706  -0.7231
P  2.0548  -1.2482  0.8604
H  -1.2608  2.2557  -0.9878
H  -1.2934  0.5084  -1.4120
H  -0.0764  1.6539  -2.1565
H  -1.2237  -0.3256  1.9348
H  -1.0279  -1.9832  1.3541
H  -1.8931  -0.7644  0.5244
H  1.3672  1.2663  0.0309
H  -0.0376  1.5477  0.9226
H  0.4814  -2.0331  -1.3486

Computed properties:
* highest occupied orbital energy: -8.2 eV
* max |F|: 4.42 eV/A
* energy above the lowest of the compared OMol25 structures with the same formula, charge and spin: 85.8 kcal per mole
* gap between HOMO and LUMO: 8.7 eV

Mulliken population analysis, charges in e, atoms 1 to 6:
1. C -0.97
2. C -1.29
3. C -0.30
4. C 0.49
5. O -0.45
6. O -0.51

***

Record 5
# C4H9O3

A cluster of 2 separate species, C4H9O3 in total at a distorted geometry (ωB97M-V/def2-TZVPD, OMol25).

Geometry (Å):
C  1.6542  -2.2949  -1.4596
C  1.6693  -0.7777  -1.1817
O  0.8007  -0.3376  -0.3824
O  2.6220  -0.1586  -1.6849
H  2.5132  -2.6615  -0.8796
H  1.8659  -2.5150  -2.5041
H  0.7537  -2.8073  -1.1448
C  -1.0728  1.6912  1.5732
C  -2.0845  0.9452  0.6957
O  0.1404  1.8985  0.8882
H  -1.5005  2.6841  1.7588
H  -0.8535  1.1826  2.5210
H  -2.7529  0.2469  1.2022
H  0.4271  1.0303  0.4755
H  -1.5853  0.2133  0.0593
H  -2.5970  1.6603  0.0631

Computed properties:
* total charge: -1
* highest occupied orbital energy: -4.4 eV
* max |F|: 1.01 eV/A
* energy above the lowest of the compared OMol25 structures with the same formula, charge and spin: 10.9 kcal per mole
* gap between HOMO and LUMO: 8.5 eV

Mulliken population analysis, charges in e, atoms 1 to 6:
1. C -0.89
2. C 0.53
3. O -0.78
4. O -0.72
5. H 0.19
6. H 0.29

***

Record 6
# C4H9O3

A cluster of 2 separate species, C4H9O3 in total at a distorted geometry (ωB97M-V/def2-TZVPD, OMol25).

Geometry (Å):
O  0.7888  0.6775  1.5401
C  -0.3019  0.7670  0.9104
O  -1.2750  1.4329  1.1937
C  -0.4382  -0.4060  -0.0950
C  -0.7429  0.2842  -1.4725
C  -0.4707  -0.5795  -2.7404
H  -1.4293  -0.9159  0.1011
H  0.2792  -1.2418  -0.3257
H  -0.0989  1.1109  -1.3512
H  -1.7994  0.4414  -1.5484
H  0.6121  -0.7539  -2.8166
H  -0.9856  -1.5436  -2.6199
H  -0.8435  -0.0081  -3.6795
H  1.4353  -0.7557  1.4006
H  2.7864  -1.0573  0.9283
O  2.0029  -1.6116  1.0871

Computed properties:
* total charge: -1
* highest occupied orbital energy: -4.6 eV
* max |F|: 4.11 eV/A
* energy above the lowest of the compared OMol25 structures with the same formula, charge and spin: 25.3 kcal per mole
* gap between HOMO and LUMO: 8.5 eV

Mulliken population analysis, charges in e, atoms 1 to 6:
1. O -0.81
2. C 0.51
3. O -0.69
4. C -0.49
5. C -0.42
6. C -1.17

***

Record 7
# C4H9O3

A cluster of 2 separate species, C4H9O3 in total at a distorted geometry (ωB97M-V/def2-TZVPD, OMol25).

Geometry (Å):
C  0.8191  -0.7235  -1.2328
C  2.1107  -0.2794  -0.5489
C  -0.0166  0.5811  -1.5459
O  -0.9905  0.7625  -0.7718
O  0.3363  1.2100  -2.5528
H  0.9878  -1.2045  -2.1747
H  0.2049  -1.3163  -0.5562
H  2.5084  0.5781  -1.0982
H  2.8975  -1.0403  -0.5029
H  1.9412  0.0387  0.4754
C  -1.7530  -0.0847  1.8861
O  -2.3394  1.2040  1.8637
H  -1.9307  1.6198  1.0809
H  -0.9350  -0.1693  1.1917
H  -1.3320  -0.3458  2.8678
H  -2.5087  -0.8303  1.6186

Computed properties:
* total charge: -1
* highest occupied orbital energy: -4.2 eV
* max |F|: 1.66 eV/A
* energy above the lowest of the compared OMol25 structures with the same formula, charge and spin: 16.7 kcal per mole
* gap between HOMO and LUMO: 8.2 eV

Mulliken population analysis, charges in e, atoms 1 to 6:
1. C -0.34
2. C -1.05
3. C 0.43
4. O -0.68
5. O -0.73
6. H 0.33

***

Record 8
# C4H9O3

A cluster of 2 separate species, C4H9O3 in total at a distorted geometry (ωB97M-V/def2-TZVPD, OMol25).

Geometry (Å):
C  1.7997  0.7248  1.8232
O  1.0268  1.8473  1.3669
H  0.2663  1.4742  0.9035
H  1.3418  0.0895  2.5687
H  2.6103  1.2416  2.3524
H  2.2892  0.2496  0.9767
C  -0.6115  -0.0278  -0.7776
C  -1.5502  -0.3204  -1.9440
C  -0.2366  -1.3916  -0.0922
O  0.4789  -1.2076  0.9627
O  -0.5681  -2.4548  -0.5312
H  0.2023  0.6587  -0.9823
H  -1.2645  0.3725  0.0059
H  -1.7782  -1.3810  -2.0272
H  -1.4172  0.1705  -2.9021
H  -2.5891  -0.0454  -1.7033

Computed properties:
* highest occupied orbital energy (spin up / spin down): -10.7 / -10.7 eV
* expectation value of S²: 0.75
* max |F|: 2.94 eV/A
* 2S+1: 2
* energy above the lowest of the compared OMol25 structures with the same formula, charge and spin: 25.8 kcal per mole
* gap between HOMO and LUMO (spin up / spin down): 11.4 / 7.3 eV

Mulliken population analysis, charges in e, atoms 1 to 6:
1. C -0.59
2. O -0.52
3. H 0.31
4. H 0.25
5. H 0.28
6. H 0.31

***

Record 9
# C4H9O4

A cluster of 2 separate species, C4H9O4 in total (ωB97M-V/def2-TZVPD, OMol25).

Geometry (Å):
C  0.5045  1.4796  1.1593
O  1.5256  1.0484  1.9189
C  0.0046  0.3425  0.2134
C  1.2102  -0.2791  -0.4962
C  0.8572  -1.4289  -1.3618
O  0.4197  -2.4845  -0.6215
O  0.8971  -1.5152  -2.5680
H  -0.3761  1.7644  1.7935
H  0.7591  2.3563  0.5069
H  -0.7467  0.5817  -0.5505
H  -0.4153  -0.4290  0.8661
H  1.7240  0.5040  -1.0492
H  1.9037  -0.6042  0.2811
H  0.2964  -3.2361  -1.2176
H  -2.7668  0.5367  -0.4064
H  -2.5609  0.7888  1.0947
O  -3.2361  0.5747  0.4375

Computed properties:
* total charge: -1
* highest occupied orbital energy: -2.8 eV
* max |F|: 0.75 eV/A
* energy above the lowest of the compared OMol25 structures with the same formula, charge and spin: 48.2 kcal per mole
* gap between HOMO and LUMO: 6.1 eV

Mulliken population analysis, charges in e, atoms 1 to 6:
1. C -0.42
2. O -0.87
3. C -0.53
4. C -0.53
5. C 0.45
6. O -0.43

***

Record 10
# C4H9OP

The molecule C4H9OP at a distorted geometry (ωB97M-V/def2-TZVPD, OMol25).

Geometry (Å):
C  1.9539  -0.8908  2.3228
C  1.2555  -0.9073  1.1631
C  0.0648  -0.0984  0.6301
P  -0.7501  0.4827  -1.2895
C  -2.3590  0.8310  -1.8163
O  0.2439  1.7427  -1.4664
H  2.6293  -1.7328  2.5044
H  2.0373  0.0483  2.9022
H  1.1936  -1.8393  0.5784
H  -0.8022  -0.7209  0.6874
H  0.0779  0.8298  1.1150
H  -0.2786  -0.5626  -2.0521
H  -2.7861  1.1669  -0.9321
H  -2.8355  -0.2315  -1.9256
H  0.3554  1.8822  -2.4214

Computed properties:
* highest occupied orbital energy: -8.4 eV
* SMILES string: C=CC[P@@H](=C)O
* max |F|: 3.65 eV/A
* energy above the lowest of the compared OMol25 structures with the same formula, charge and spin: 80.2 kcal per mole
* gap between HOMO and LUMO: 9.1 eV

Mulliken population analysis, charges in e, atoms 1 to 6:
1. C -0.65
2. C -0.05
3. C -0.86
4. P 0.50
5. C -0.79
6. O -0.51

***

Record 11
# C4H9OPS

A cluster of 2 separate species, C4H9OPS in total at a distorted geometry (ωB97M-V/def2-TZVPD, OMol25).

Geometry (Å):
C  -1.1580  0.7480  0.5740
C  -0.7381  -0.6675  0.7917
C  -0.3182  1.3069  -0.5256
C  0.7497  -0.7021  1.0220
O  0.3898  -1.2693  -2.7508
P  1.2309  0.3145  -0.4009
S  2.9803  1.1518  -0.1968
H  -2.2328  0.6483  0.3284
H  -1.1196  1.2707  1.4946
H  -1.3791  -1.3820  1.5164
H  -0.7874  -1.0388  -0.2794
H  -0.7605  1.0278  -1.5533
H  0.1091  2.3452  -0.7168
H  1.0258  -0.1090  1.9123
H  1.2369  -1.6675  1.0736
H  0.7714  -1.9769  -2.2894

Computed properties:
* highest occupied orbital energy (spin up / spin down): -8.7 / -8.7 eV
* max |F|: 3.91 eV/A
* energy above the lowest of the compared OMol25 structures with the same formula, charge and spin: 105.8 kcal per mole
* gap between HOMO and LUMO (spin up / spin down): 6.4 / 6.4 eV

Mulliken population analysis, charges in e, atoms 1 to 6:
1. C -0.74
2. C -0.51
3. C -0.39
4. C -0.58
5. O -0.70
6. P 0.30

***

Record 12
# C4H9OS

A cluster of 2 separate species, C4H9OS in total (ωB97M-V/def2-TZVPD, OMol25).

Geometry (Å):
C  -0.2861  -0.0231  3.5833
S  -0.1778  -0.2658  1.7849
H  -0.1809  -0.9918  4.0695
H  0.4999  0.6564  3.9324
H  -1.2232  0.4772  3.8440
C  -0.6356  -0.3550  -1.6240
O  -1.5855  0.1819  -2.5777
C  0.7233  -0.0176  -2.1314
C  1.6869  0.4744  -1.3587
H  -0.7639  -1.4379  -1.5382
H  -0.8179  0.0893  -0.6418
H  -2.4263  0.2114  -2.1346
H  0.9763  -0.2767  -3.1570
H  2.6722  0.6811  -1.7628
H  1.5387  0.5960  -0.2879

Computed properties:
* total charge: -1
* highest occupied orbital energy: -2.4 eV
* max |F|: 0.78 eV/A
* energy above the lowest of the compared OMol25 structures with the same formula, charge and spin: 24.7 kcal per mole
* gap between HOMO and LUMO: 6.2 eV

Mulliken population analysis, charges in e, atoms 1 to 6:
1. C -0.76
2. S -0.61
3. H 0.18
4. H 0.19
5. H 0.18
6. C -0.10

***

Record 13
# C4H9OS

A cluster of 2 separate species, C4H9OS in total at a distorted geometry (ωB97M-V/def2-TZVPD, OMol25).

Geometry (Å):
O  0.5356  0.5728  1.7646
C  -0.0001  0.6557  0.6793
C  0.7905  1.0736  -0.6043
C  -0.1149  1.2679  -1.7896
H  -1.0807  0.9234  0.5757
H  1.5471  0.3060  -0.7387
H  1.3094  1.9927  -0.3018
H  -0.6716  0.3721  -2.0661
H  0.4968  1.5192  -2.6637
H  -0.8369  2.0734  -1.6565
C  -0.4071  -2.2090  1.4734
S  -0.5104  -1.5789  -0.1941
H  -0.5338  -3.2889  1.5175
H  0.5877  -1.9692  1.8626
H  -1.1115  -1.7108  2.1416

Computed properties:
* highest occupied orbital energy (spin up / spin down): -9.1 / -9.1 eV
* expectation value of S²: 0.75
* max |F|: 2.59 eV/A
* 2S+1: 2
* energy above the lowest of the compared OMol25 structures with the same formula, charge and spin: 9.2 kcal per mole
* gap between HOMO and LUMO (spin up / spin down): 10.0 / 6.7 eV

Mulliken population analysis, charges in e, atoms 1 to 6:
1. O -0.57
2. C -0.08
3. C -0.36
4. C -1.03
5. H 0.38
6. H 0.28

***

Record 14
# C4H9P

A cluster of 2 separate species, C4H9P in total at a distorted geometry (ωB97M-V/def2-TZVPD, OMol25).

Geometry (Å):
C  -3.1350  0.5260  -0.5780
C  -4.3045  0.5585  -0.4118
H  -2.1269  0.5998  -0.5126
H  -5.2953  0.6768  -0.1124
C  0.5722  -0.5280  1.3282
P  0.7705  1.0015  0.1560
C  2.1661  0.2819  -0.8944
H  0.3198  -1.3232  0.6230
H  -0.2758  -0.5353  1.9051
H  1.5296  -0.8031  1.7106
H  1.4200  1.8911  1.1281
H  2.8829  -0.2042  -0.3060
H  2.7402  0.7770  -1.6474
H  1.8284  -0.7130  -1.2512

Computed properties:
* highest occupied orbital energy: -9.0 eV
* SMILES string: C#C.CPC
* max |F|: 4.13 eV/A
* energy above the lowest of the compared OMol25 structures with the same formula, charge and spin: 50.4 kcal per mole
* gap between HOMO and LUMO: 10.0 eV

Mulliken population analysis, charges in e, atoms 1 to 6:
1. C -0.28
2. C -0.18
3. H 0.07
4. H 0.38
5. C -1.09
6. P -0.03

***

Record 15
# C4H9P

A cluster of 2 separate species, C4H9P in total at a distorted geometry (ωB97M-V/def2-TZVPD, OMol25).

Geometry (Å):
C  1.2016  0.8806  1.1936
C  0.7841  0.5289  -0.0039
C  1.7146  0.1749  -1.1484
C  -1.7455  0.0237  -0.4439
P  -1.5696  -1.5447  0.5596
H  0.7198  1.1329  2.1464
H  2.2970  0.9863  1.4856
H  1.4568  0.8259  -1.9003
H  1.5615  -0.9355  -1.1898
H  2.7391  0.3450  -0.8459
H  -1.6918  0.0887  -1.5669
H  -2.2947  0.7588  0.1040
H  -2.6522  -2.2382  0.1994
H  -2.5206  -1.0270  1.4104

Computed properties:
* highest occupied orbital energy (spin up / spin down): -8.6 / -8.4 eV
* max |F|: 3.90 eV/A
* energy above the lowest of the compared OMol25 structures with the same formula, charge and spin: 104.9 kcal per mole
* gap between HOMO and LUMO (spin up / spin down): 8.7 / 8.4 eV

Mulliken population analysis, charges in e, atoms 1 to 6:
1. C -0.76
2. C 0.34
3. C -0.95
4. C -0.68
5. P 0.00
6. H 0.25